Entry 1:
Computed, not measured: a molecular structure, C33H42N7O4PSSn in a non-equilibrium geometry, with ωB97M-V with the def2-TZVPD basis set.

Values from the calculation:
net charge: +2

Geometry as XYZ:
```
89
Properties=species:S:1:pos:R:3:forces:R:3
Sn -0.036 -0.764 -0.019 -0.5 -0.8 0.2
C -4.448 -0.714 -2.302 0.2 0.4 -0.3
O -3.813 0.282 -3.162 -0.3 -1.4 0.0
C -3.295 1.379 -2.645 -0.1 1.2 0.1
C -3.648 2.587 -3.155 0.0 -0.5 0.2
C -3.086 3.799 -2.643 1.0 0.4 1.0
C -2.114 3.796 -1.667 -1.3 1.2 -1.3
C -1.605 2.591 -1.168 1.1 -0.8 1.0
C -0.566 2.665 -0.262 -1.3 0.5 -1.2
N 0.150 1.631 0.259 0.4 -0.5 0.4
N 1.042 2.037 1.039 0.2 0.0 0.1
C 1.809 0.980 1.628 0.5 -0.1 0.5
O 1.750 -0.181 1.217 -0.3 0.2 -0.3
C 2.651 1.373 2.729 0.0 0.3 0.1
C 3.098 0.381 3.619 0.0 0.0 -0.1
C 3.896 0.735 4.683 0.1 0.1 0.1
C 4.269 2.072 4.858 0.0 -0.1 0.0
C 3.852 3.055 3.964 0.1 0.0 0.1
C 3.032 2.717 2.907 -0.2 -0.1 -0.1
C -2.213 1.303 -1.635 -0.6 0.9 -0.6
O -1.835 0.221 -1.251 0.6 -1.2 0.4
H -4.585 -1.594 -2.918 0.1 0.0 -0.1
H -5.421 -0.342 -1.994 -0.1 0.1 0.0
H -3.846 -0.953 -1.434 0.2 0.0 0.1
H -4.392 2.609 -3.943 0.0 0.1 0.1
H -3.453 4.747 -3.022 0.1 -0.1 0.0
H -1.709 4.731 -1.297 0.0 -0.1 -0.1
H -0.265 3.655 0.058 0.2 0.0 0.1
H 2.793 -0.646 3.463 0.0 0.0 0.0
H 4.240 -0.019 5.381 0.0 0.1 0.0
H 4.887 2.348 5.706 0.0 0.0 -0.1
H 4.175 4.080 4.097 -0.1 -0.1 0.0
H 2.692 3.468 2.204 0.0 0.0 0.1
O -1.231 -0.290 1.967 0.1 0.2 -0.5
P -2.713 -0.496 2.233 -0.2 -0.1 -0.5
N -3.630 0.721 1.606 0.0 0.3 -0.1
C -5.084 0.739 1.277 0.3 0.1 -0.1
C -5.535 2.162 1.601 0.2 0.1 0.0
C -4.263 3.002 1.448 0.0 -0.1 0.0
C -3.171 2.085 1.990 -0.4 -0.2 0.2
N -3.227 -1.889 1.520 0.0 -0.3 -0.2
C -4.637 -2.315 1.261 0.4 -0.1 -0.1
C -4.558 -3.843 1.089 0.3 0.1 0.0
C -3.062 -4.146 0.906 -0.2 0.1 0.0
C -2.394 -3.094 1.776 -0.4 0.0 0.1
N -2.905 -0.523 3.836 0.3 0.1 0.9
C -1.799 -0.592 4.829 -0.2 0.1 -0.1
C -2.496 -1.094 6.087 -0.2 0.1 0.0
C -3.899 -0.478 5.976 0.2 -0.1 0.0
C -4.227 -0.625 4.490 0.2 0.0 0.0
H -5.649 -0.001 1.835 0.0 0.0 0.1
H -5.220 0.532 0.214 0.0 0.0 0.0
H -5.901 2.225 2.627 0.0 0.0 0.0
H -6.334 2.486 0.935 0.0 0.0 0.1
H -4.314 3.935 2.006 0.0 0.0 -0.1
H -4.081 3.233 0.391 0.0 0.0 0.1
H -3.092 2.184 3.079 0.0 -0.1 0.0
H -2.190 2.282 1.569 0.0 0.0 0.0
H -5.002 -1.831 0.355 0.0 0.0 0.0
H -5.308 -2.054 2.079 0.0 0.0 0.0
H -5.153 -4.178 0.242 0.0 0.0 0.1
H -4.929 -4.342 1.983 0.0 0.0 0.0
H -2.768 -4.002 -0.137 0.0 0.0 0.0
H -2.804 -5.158 1.209 0.0 0.0 -0.1
H -1.361 -2.909 1.510 0.2 0.0 0.0
H -2.424 -3.388 2.833 0.0 0.0 0.0
H -1.379 0.404 4.997 0.0 0.0 -0.1
H -0.993 -1.237 4.483 -0.1 -0.1 0.0
H -1.970 -0.780 6.987 0.0 -0.1 0.0
H -2.565 -2.183 6.082 0.0 0.0 0.0
H -3.865 0.576 6.257 0.0 0.0 0.0
H -4.637 -0.983 6.597 0.0 0.1 0.0
H -4.917 0.144 4.130 0.1 0.0 0.0
H -4.679 -1.604 4.301 0.0 0.0 0.0
N 4.466 0.969 -5.818 -0.3 -0.1 0.2
C 3.498 0.037 -5.754 0.0 0.0 0.0
S 3.239 -1.025 -6.973 -0.1 0.0 0.1
C 2.678 0.006 -4.480 0.3 0.1 -0.1
C 1.614 -0.881 -4.359 0.0 0.0 -0.2
C 0.915 -0.947 -3.176 -0.1 0.2 0.3
N 1.210 -0.179 -2.112 0.0 0.3 -0.1
C 2.216 0.695 -2.230 -0.2 -0.2 0.0
C 2.962 0.818 -3.383 0.1 0.0 -0.1
H 5.046 0.998 -6.638 0.0 0.0 -0.1
H 4.639 1.645 -5.099 0.0 0.0 0.0
H 1.356 -1.520 -5.193 0.0 0.0 0.0
H 0.086 -1.640 -3.063 0.1 0.0 0.0
H 2.438 1.310 -1.362 0.0 0.0 -0.1
H 3.766 1.542 -3.395 0.0 -0.1 0.1
```
Forces are in eV/Å.

***

Entry 2:
Computed, not measured: C10H13ClN2S in the gas phase in a non-equilibrium geometry, with ωB97M-V with the def2-TZVPD basis set.

Values from the calculation:
SMILES: CCS/C(=N/C)Nc1ccccc1Cl

Geometry as XYZ:
```
27
Properties=species:S:1:pos:R:3:forces:R:3
C 3.558 -0.925 0.081 -1.3 -0.6 1.8
C 2.760 -0.870 -1.281 1.9 3.8 2.0
S 1.010 -0.923 -0.929 -1.3 -0.8 -0.4
C 0.694 0.628 -0.113 -0.1 0.0 -0.6
N 1.651 1.424 -0.149 1.0 3.1 1.7
C 1.528 2.729 0.663 2.2 0.1 -2.4
N -0.519 0.955 0.459 -2.0 0.9 0.5
C -1.687 0.151 0.335 2.0 -2.2 1.4
C -1.649 -1.138 0.914 0.6 -0.9 0.1
C -2.588 -2.123 0.548 -0.5 1.5 0.3
C -3.772 -1.742 -0.141 1.1 -1.3 -0.3
C -3.880 -0.432 -0.594 1.7 -0.7 1.0
C -2.793 0.451 -0.358 -2.6 0.8 -1.2
Cl -2.943 2.104 -0.881 -0.2 0.2 -0.4
H 2.743 -0.301 0.841 3.0 -2.1 -1.8
H 3.564 -2.096 0.274 0.4 2.6 0.5
H 4.654 -0.418 0.183 -2.8 -1.3 -0.7
H 3.132 0.096 -1.694 -1.1 -0.3 -0.1
H 3.018 -1.564 -2.014 0.1 -1.7 -0.9
H 1.354 2.604 1.728 0.1 -0.4 0.1
H 0.765 3.456 0.272 0.6 -0.7 0.1
H 2.593 3.183 0.462 -2.2 -0.5 0.8
H -0.743 1.984 0.531 0.8 -1.7 -0.3
H -0.796 -1.306 1.630 -0.9 -0.2 -1.1
H -2.510 -3.171 0.785 0.3 0.0 0.5
H -4.438 -2.629 -0.383 0.4 1.8 0.1
H -4.703 -0.129 -1.167 -1.0 0.6 -0.6
```
Forces are in eV/Å.

***

Ordered ΔE to the lowest compared entry with this formula, charge and spin results: 7.5, 65.2; unit kcal/mol.